This record from the OMol25 dataset describes a structure of composition C40H44FeN7O5. The level of theory is ωB97M-V/def2-TZVPD.

XYZ file:
```
97
Properties=species:S:1:pos:R:3:forces:R:3:mulliken_spin:R:1
Fe -0.7114 1.1212 -1.1444 -0.069 -0.304 0.388 1.129
N 0.7502 -0.8763 -1.8111 0.162 0.057 -0.366 0.019
C 2.1342 -1.0537 -1.6787 -0.041 0.148 0.043 0.004
C 2.6878 -2.3298 -1.7280 -0.036 -0.021 -0.038 0.001
C 4.0390 -2.5333 -1.5160 0.032 0.102 0.004 0.001
C 4.8474 -1.4393 -1.2421 -0.045 -0.051 -0.022 0.000
C 4.2961 -0.1676 -1.2326 0.022 -0.005 -0.013 0.000
C 2.9427 0.0778 -1.4918 -0.103 -0.131 -0.086 0.001
C 2.4516 1.4974 -1.4839 0.052 0.011 0.198 -0.003
C 3.4379 2.4399 -1.8203 0.078 -0.145 -0.063 -0.009
C 3.3353 3.7827 -1.5263 0.045 0.074 -0.007 0.007
C 2.2231 4.2087 -0.8284 -0.137 -0.007 0.071 -0.004
C 1.1883 3.3081 -0.6184 0.072 -0.011 -0.102 0.032
C 1.1877 1.9620 -1.0217 -0.096 0.189 -0.023 -0.065
H 0.2394 -1.7248 -2.0159 -0.021 -0.027 0.094 0.000
H 0.5723 -0.2250 -2.5638 0.102 -0.065 0.010 0.002
H 2.0282 -3.1631 -1.9414 0.001 -0.025 0.007 0.000
H 4.4543 -3.5330 -1.5580 0.001 -0.004 0.000 0.000
H 5.9009 -1.5692 -1.0311 0.008 -0.006 -0.003 0.000
H 4.9392 0.6646 -0.9820 -0.010 0.007 0.005 0.000
H 4.3317 2.0924 -2.3234 -0.005 0.005 0.007 0.000
H 4.1245 4.4679 -1.8074 0.003 0.006 0.000 0.000
H 2.1303 5.2341 -0.4904 0.003 0.012 -0.008 0.000
H 0.3153 3.7041 -0.1159 -0.016 0.012 0.012 0.002
N -1.5700 2.9450 -1.6250 -0.007 0.140 -0.039 -0.052
C -2.6151 3.4692 -0.7316 0.020 0.019 -0.007 0.004
C -2.1008 3.4141 0.6919 -0.004 0.009 0.001 -0.003
N -1.4946 2.0940 0.8605 -0.007 0.014 -0.068 -0.013
H -0.7815 3.5822 -1.7095 0.009 0.026 -0.066 0.006
H -1.9365 2.8746 -2.5652 -0.050 -0.079 -0.014 0.011
H -3.4875 2.8241 -0.8333 -0.004 0.002 -0.011 -0.002
H -2.9058 4.4851 -1.0107 0.021 0.006 0.012 -0.001
H -2.9127 3.6120 1.3975 -0.005 -0.026 -0.003 0.000
H -1.3431 4.1794 0.8592 0.012 -0.016 -0.008 -0.001
H -2.2075 1.4019 1.0590 0.013 -0.006 0.041 0.000
H -0.8094 2.0560 1.6044 -0.003 0.019 -0.002 0.001
C 1.8715 -3.4671 4.7034 0.048 -0.025 0.008 0.000
O 0.7903 -2.8577 4.0263 -0.014 0.013 -0.017 0.000
C 0.4955 -1.5687 4.3684 -0.008 -0.028 0.026 0.000
C 1.1123 -0.8616 5.3871 -0.004 0.001 0.009 0.000
C 0.7182 0.4429 5.6694 -0.031 -0.002 -0.031 0.000
C -0.3084 1.0268 4.9498 0.019 -0.006 0.020 0.000
C -0.9284 0.3124 3.9327 0.018 0.008 -0.004 0.001
C -0.5123 -0.9675 3.6057 0.011 0.052 -0.013 -0.001
N -1.0982 -1.6616 2.5335 -0.110 -0.055 0.011 0.002
C -1.2577 -0.9589 1.3013 0.178 0.173 0.037 0.013
N -2.5294 -1.0426 0.8695 -0.136 0.133 0.001 0.000
C -3.1672 -0.5716 -0.3050 0.095 0.039 0.005 -0.005
C -2.5970 0.2876 -1.2431 0.028 0.075 0.020 -0.083
C -3.4565 0.6470 -2.2952 -0.044 0.026 -0.035 0.014
C -4.7615 0.2142 -2.4170 0.057 0.005 0.030 -0.002
C -5.2984 -0.6406 -1.4620 -0.003 -0.040 -0.021 0.003
C -4.4948 -1.0311 -0.4151 -0.090 -0.018 0.052 -0.006
O -4.9444 -1.8401 0.6089 0.084 -0.041 -0.084 0.000
C -5.8703 -2.8544 0.2531 -0.042 0.027 0.029 0.000
N -0.3357 -0.2681 0.7238 -0.072 -0.289 -0.146 0.023
C 0.9909 -0.4377 1.2124 -0.036 0.051 0.052 0.002
C 1.6983 0.6510 1.6986 -0.004 -0.007 -0.020 -0.003
C 2.9922 0.5201 2.1755 0.034 -0.003 0.028 -0.002
C 3.6017 -0.7226 2.1580 -0.065 -0.007 -0.013 0.003
C 2.9172 -1.8275 1.6700 0.048 -0.002 0.099 -0.001
C 1.6176 -1.6911 1.2043 -0.080 -0.036 0.013 0.001
O 0.8791 -2.7368 0.7221 -0.020 0.002 0.008 0.000
C 1.4371 -4.0314 0.8415 0.018 -0.039 -0.015 0.000
H 1.9515 -4.4771 4.3090 -0.002 0.001 -0.003 0.000
H 1.6884 -3.5178 5.7794 -0.010 -0.013 -0.006 0.000
H 2.8031 -2.9269 4.5144 -0.005 0.009 0.000 0.000
H 1.9084 -1.3119 5.9616 0.006 0.004 -0.007 0.000
H 1.2120 0.9875 6.4627 0.006 0.006 0.000 0.000
H -0.6368 2.0318 5.1799 -0.002 0.003 0.006 0.000
H -1.7474 0.7517 3.3753 -0.006 -0.005 -0.003 0.000
H -0.7554 -2.6041 2.4121 0.118 0.022 -0.025 0.001
H -3.1423 -1.5395 1.4966 0.049 -0.053 0.003 0.000
H -3.0854 1.2931 -3.0837 -0.014 -0.003 0.010 -0.002
H -5.3659 0.5362 -3.2560 -0.013 -0.007 0.001 0.000
H -6.3201 -0.9860 -1.5321 0.004 0.000 -0.021 0.000
H -5.9762 -3.4943 1.1258 0.013 -0.004 -0.005 0.000
H -5.4977 -3.4368 -0.5923 -0.002 0.008 -0.007 0.000
H -6.8486 -2.4411 0.0018 -0.011 0.017 0.016 0.000
H 1.2298 1.6243 1.6796 0.019 0.006 0.030 0.004
H 3.5200 1.3887 2.5461 0.002 0.003 0.000 0.000
H 4.6186 -0.8414 2.5100 0.008 0.006 -0.004 0.000
H 3.4086 -2.7900 1.6461 -0.008 0.029 -0.007 0.000
H 0.7051 -4.7151 0.4173 -0.003 -0.001 0.012 0.000
H 1.6133 -4.2840 1.8905 -0.010 0.001 0.000 0.000
H 2.3728 -4.1174 0.2851 -0.019 -0.003 0.008 0.000
O 0.1597 3.0774 -3.7212 -0.043 -0.005 0.025 0.001
C -0.2054 1.9739 -4.0772 0.001 -0.027 -0.049 0.008
C -0.2407 1.5379 -5.5351 0.002 0.018 0.010 -0.001
C -0.9933 0.2209 -5.5041 -0.009 -0.012 0.002 -0.003
C -1.0802 -0.1148 -4.0236 0.003 -0.010 0.010 -0.006
O -1.4436 -1.1887 -3.5960 0.028 -0.016 0.003 0.002
N -0.6614 0.9622 -3.2499 0.019 0.094 0.009 -0.030
H 0.7910 1.4331 -5.8745 -0.003 -0.009 0.000 0.000
H -0.7026 2.3216 -6.1331 0.004 -0.001 0.001 0.001
H -0.5100 -0.6012 -6.0286 -0.002 -0.001 -0.002 0.000
H -2.0121 0.3007 -5.8881 0.003 0.007 -0.003 0.000
```
Positions in Å, forces in eV/Å.

spin multiplicity: 2
energy relative to the best compared isomer or geometry (same formula, charge and spin): 81.0 kJ/mol
<S²>: 1.2201
highest occupied orbital energy (spin up / spin down): -7.23 / -7.29 eV
F_max: 0.50 eV Å⁻¹
HOMO-LUMO gap (spin up / spin down): 7.618 / 7.843 eV
E: -3573.8229 Eh